This record from the OMol25 dataset describes an isolated molecule of C3H5NO2S. The level of theory is ωB97M-V/def2-TZVPD.

Each line ends with the Löwdin spin population.
Atoms and positions in Å:
C  0.299  -0.526  -1.430  0.57
C  -0.466  0.847  0.341  0.18
C  -0.070  -0.133  1.676  0.12
N  -0.672  0.031  -0.766  0.27
O  2.271  -1.366  -2.833  -0.01
O  0.951  -0.853  1.423  0.68
S  1.181  -0.413  -2.767  0.14
H  -1.364  1.394  0.612  0.01
H  0.401  1.485  0.202  0.00
H  0.066  0.666  2.438  0.01
H  -1.025  -0.675  1.880  0.03
H  -1.571  -0.457  -0.778  0.01

The value obtained for the HOMO energy (spin up / spin down) is -7.4 / -9.3 eV. The multiplicity is 3. The calculation puts the energy above the lowest of the compared OMol25 structures with the same formula, charge and spin at 1.9346 eV. The calculation puts the LUMO energy (spin up / spin down) at 0.09 / -2.32 eV.